[1]
Computed, not measured: 14 unconnected molecules or ions with the total composition C28H61N14O23 at a distorted geometry, with ωB97M-V with the def2-TZVPD basis set.

XYZ file:
```
126
Properties=species:S:1:pos:R:3:forces:R:3:mulliken_charge:R:1
C 1.7564 -2.9423 -0.3827 -2.1 -3.7 -2.3 -1.5318
C 1.2142 -1.6650 -0.8889 2.6 0.6 -1.4 1.8544
C 0.0132 -1.9252 -1.7525 -3.4 0.0 1.6 -0.8270
C -0.8686 -0.7342 -2.1687 5.9 1.4 0.4 -1.9516
C -0.8011 0.5077 -1.3029 -0.6 0.8 1.5 -1.0250
C -0.3642 0.2068 0.1750 -0.2 2.1 0.6 2.3120
N 0.8760 -0.7339 0.3121 -2.3 -1.2 3.3 1.1234
O 1.2680 -0.9132 1.4804 -0.7 0.5 -5.0 0.1012
C -1.6492 -0.2914 0.9629 2.6 -4.7 -2.2 -1.5894
C 0.1141 1.5628 0.8640 4.4 -4.2 -2.4 -3.5603
C 2.3055 -0.9501 -1.7392 2.0 2.9 1.6 -1.4001
H 2.2681 -3.4828 -1.3348 -1.4 1.1 2.4 0.1364
H 0.8805 -3.6148 0.0659 2.1 1.3 -1.1 -0.0008
H 2.4669 -2.8185 0.3385 2.1 0.3 1.9 0.6971
H -0.6609 -2.4157 -1.0737 -0.3 -0.9 0.7 -0.0672
H -0.0002 -2.6851 -2.5747 1.4 0.8 0.7 0.3135
H -1.7794 -0.9956 -2.2739 -6.5 -2.4 0.0 1.3483
H -0.5952 -0.7134 -3.1730 0.7 2.0 -1.9 0.3166
H -1.7174 1.2298 -1.2319 0.6 -2.2 0.1 0.3899
H -0.2201 1.3221 -1.6065 2.1 0.6 -1.2 0.5150
H -1.9461 -1.3592 0.5086 -0.3 2.9 0.2 -0.2518
H -2.2827 0.5364 0.9322 -1.5 0.7 -0.2 0.4831
H -1.4473 -0.6792 1.9232 0.6 0.5 1.6 0.6318
H -0.6113 2.2187 0.8367 -3.7 3.4 0.3 1.3204
H 0.9984 1.9453 0.3280 -0.7 0.1 -0.6 0.3295
H 0.6344 1.3992 1.7586 -0.4 -0.3 1.9 0.4995
H 2.6048 -1.5207 -2.5827 -0.1 -1.2 -0.5 0.7211
H 3.3824 -0.6729 -1.1880 -3.2 -0.7 -1.1 0.0590
H 1.8846 -0.0333 -2.2275 0.4 -0.4 0.8 -0.0902
N 0.8076 6.6275 0.7012 3.4 0.5 -2.9 -0.0196
C 1.5064 7.3236 -0.3944 1.2 -6.4 0.1 -0.7065
C 2.2954 6.1211 -0.9860 -2.3 1.4 4.3 -0.8956
C 2.1731 4.9109 -0.0759 -2.2 4.0 0.3 -0.1347
C 1.2569 5.3557 0.9542 0.7 -0.8 -1.0 -0.2200
H 0.2113 7.0647 1.3186 -1.3 1.2 1.4 0.1851
H 1.4460 8.4163 -0.6235 -0.2 -1.5 0.2 0.3529
H 3.0002 6.1045 -1.7748 0.3 0.5 -0.8 0.4331
H 2.6027 3.9079 -0.2015 -0.2 0.8 0.1 0.6572
H 0.8938 4.8788 1.9183 0.5 0.4 -1.6 0.3140
N -3.2288 4.0161 5.5595 -1.0 -0.7 -0.1 -0.0681
C -2.6957 4.9046 4.6642 2.6 -1.4 -1.9 -0.7555
C -2.1282 4.1659 3.3775 -3.7 0.9 3.8 -0.2704
C -2.7610 2.8618 3.4665 -0.9 3.7 7.1 -0.5052
C -3.3920 2.7847 4.9314 3.0 2.5 -4.3 -0.8176
H -3.5478 4.2134 6.6297 1.0 -0.4 -3.9 0.3176
H -2.5848 5.9309 5.0114 0.4 -0.3 -0.4 0.3911
H -1.6117 4.7315 2.5659 -0.7 -0.9 0.8 0.4028
H -2.8311 1.9849 2.9533 0.3 -1.9 -1.9 0.8284
H -4.0494 2.1070 5.3470 -0.9 -1.6 0.7 0.4893
C 3.7802 -0.2843 4.0510 -3.3 -6.3 -8.8 -1.2706
N 3.1260 -1.4710 4.6666 4.7 -3.7 -2.2 0.8702
O 2.0005 -1.3870 4.9344 -4.1 0.1 1.5 -0.4837
O 3.8477 -2.5184 4.7482 -2.0 2.6 0.3 -0.5727
H 3.1251 0.0497 3.2163 0.3 0.3 1.1 0.1208
H 4.5902 -0.7514 3.6288 2.5 -0.1 -0.8 0.4261
H 3.8682 0.1605 4.8269 1.8 7.2 8.8 0.8344
C -0.7672 -3.4045 3.9839 -1.2 -0.3 3.3 -0.8323
N 0.0530 -3.7307 2.8443 7.4 1.9 11.3 0.9375
O -0.5108 -3.6248 1.9258 -6.4 0.1 -14.7 -0.3189
O 1.2651 -3.9041 3.0218 -0.6 -0.5 -0.5 -0.5587
H -1.8779 -3.7007 3.6217 2.6 1.5 1.5 0.1167
H -0.4199 -2.4837 4.6875 -1.2 -1.6 -2.5 0.1810
H -0.3501 -4.1752 4.5784 -0.6 -1.1 1.7 0.5060
C -6.0673 1.3152 0.4651 -3.2 4.1 -1.9 -0.8902
N -5.5582 1.1034 -0.8994 -2.1 -3.9 0.1 0.8439
O -4.4071 1.3396 -1.0858 1.2 1.1 -0.6 -0.4327
O -6.2810 0.4314 -1.6559 0.7 1.4 0.3 -0.5259
H -6.3270 2.4231 0.4433 0.7 -1.1 0.5 0.3307
H -5.3298 1.1040 1.0995 3.0 -0.6 2.5 0.3228
H -6.9994 0.8823 0.7734 -0.3 -0.9 -0.8 0.3251
C -6.1104 -2.7511 -1.0028 -3.0 7.6 0.0 -1.1646
N -4.7674 -2.0729 -0.8322 -2.6 -1.6 -5.1 1.0487
O -4.3960 -1.8795 0.2419 2.0 1.3 4.2 -0.5220
O -4.1614 -1.9395 -1.9053 -0.2 0.3 1.6 -0.5000
H -5.9878 -3.6576 -0.8166 1.5 -8.1 1.4 0.4688
H -6.3920 -2.5655 -1.9774 -0.2 0.0 -2.2 0.3962
H -7.0960 -2.4729 -0.4529 2.4 0.5 0.1 0.2825
C 1.5486 -6.3785 -4.8249 -4.0 3.3 -3.7 -0.8494
N 1.4073 -5.0984 -4.0114 5.6 -2.5 -10.7 1.0147
O 1.9830 -4.2083 -4.5750 0.9 3.3 0.5 -0.5712
O 0.7956 -5.1443 -3.0997 -5.9 0.8 9.9 -0.5227
H 0.5161 -6.7333 -4.6386 0.8 -0.7 -0.8 0.3312
H 2.2118 -6.8750 -4.2757 3.0 -2.6 1.4 0.3450
H 1.7678 -6.0252 -5.9826 -0.4 -1.5 3.4 0.2775
C 0.5851 2.0184 5.2728 -4.6 -2.8 -10.9 -0.6448
N 1.7945 2.4833 4.5486 -4.6 0.0 1.6 0.7567
O 2.6969 2.6860 5.2637 4.1 0.5 1.1 -0.6004
O 1.6272 2.7715 3.4154 1.0 0.5 -3.3 -0.1465
H 0.8054 2.1861 6.1576 1.2 0.8 8.5 0.6380
H 0.4373 0.9231 4.8583 0.4 1.9 1.6 0.0501
H -0.3760 2.5711 4.8043 2.3 -0.9 1.4 0.0072
C -3.9568 0.4075 -4.3579 -0.1 -4.4 4.0 -0.6071
N -2.9767 0.2437 -5.3761 0.1 1.0 -3.4 0.9734
O -1.8496 0.4300 -5.0269 1.8 -0.1 0.6 -0.5021
O -3.2690 0.0214 -6.5716 -0.4 0.0 2.3 -0.5749
H -3.6479 0.9332 -3.4255 0.5 -0.5 -1.1 0.1356
H -4.2439 -0.7319 -4.0259 0.8 2.7 -0.6 0.1226
H -4.8591 0.7787 -4.6044 -2.8 1.4 -1.8 0.4761
C -3.4316 -5.4844 1.1950 -0.4 -4.5 -3.6 -0.8035
N -2.3393 -5.8435 0.2242 -2.4 2.9 -2.8 0.8991
O -1.9599 -6.9806 0.2182 1.0 0.6 -0.3 -0.5157
O -2.2338 -4.9377 -0.7001 0.8 -2.9 2.6 -0.4571
H -3.1608 -4.8656 1.8695 1.9 5.3 3.8 0.1587
H -3.5337 -6.3464 1.7684 -0.6 -1.9 0.7 0.4948
H -4.3290 -5.3119 0.6536 -0.4 0.6 -0.4 0.2254
C 3.5087 2.6645 -4.8678 0.2 3.1 -3.9 -0.9641
N 2.3996 2.1473 -4.0962 2.0 0.8 0.5 0.9986
O 1.9260 1.1032 -4.3847 -1.2 -2.2 -0.9 -0.4998
O 2.1341 2.8023 -3.1254 -0.9 0.6 1.2 -0.4900
H 3.7687 3.6970 -4.4840 -1.0 -0.9 -0.9 0.3093
H 3.3836 2.5596 -6.0663 -0.5 0.6 3.0 0.3261
H 4.4455 2.2347 -4.7888 1.5 -2.1 1.1 0.3387
C 4.5873 3.1498 1.8490 2.4 0.7 0.4 -0.8667
N 4.4082 1.7981 1.2917 -4.3 0.4 -0.8 0.7106
O 3.2242 1.6513 0.7891 3.4 -0.4 0.6 -0.1283
O 5.1600 0.9106 1.5820 0.0 0.1 -0.7 -0.4878
H 5.2351 2.9356 2.6758 0.1 0.3 0.8 0.3753
H 3.6743 3.5665 2.1073 -1.9 0.0 0.8 0.2043
H 5.0404 4.0148 1.3371 0.3 -1.2 -1.0 0.2781
C 5.1411 -1.4764 -4.8407 -7.1 -0.7 2.8 -0.5839
N 5.8521 -1.5791 -3.6236 3.4 -3.5 2.0 0.8624
O 5.4929 -1.0968 -2.6010 -2.0 1.8 1.3 -0.4875
O 6.9121 -2.2244 -3.6275 -0.7 0.3 -1.3 -0.5671
H 5.8714 -1.3724 -5.4405 4.6 2.4 -5.2 0.4391
H 4.2414 -0.8469 -4.6149 1.4 0.5 -1.0 0.1000
H 4.6478 -2.3566 -5.2821 0.4 -0.7 1.2 0.2475
```
Forces are in eV/Å.

As for the LUMO energy: -5.01 eV. As for the net charge: +1. Its energy relative to the best compared isomer or geometry (same formula, charge and spin) is 3.928 eV.



[2]
Computed, not measured: a molecular structure, C6H18ClO6Zn at a distorted geometry, with ωB97M-V with the def2-TZVPD basis set.

XYZ file:
```
32
Properties=species:S:1:pos:R:3:forces:R:3:nbo_charge:R:1
Zn -0.9382 -10.6744 19.3747 -1.7 0.8 0.7 1.5447
Cl -2.7967 -9.7342 20.1469 1.8 -0.9 -0.6 -0.5428
C -5.2745 -10.2748 24.8597 0.0 -0.2 -0.5 -0.0875
C -5.1084 -10.7230 23.4271 -0.3 -0.5 -0.6 -0.0858
O -3.7927 -11.2287 23.1985 0.2 0.0 0.0 -0.7188
O -5.0258 -11.3966 25.6873 -0.1 0.2 0.1 -0.7090
H -6.3059 -9.9230 24.9657 0.0 0.2 0.1 0.1709
H -4.5666 -9.4607 25.0480 -0.1 0.0 0.2 0.1613
H -5.3656 -9.9449 22.7007 0.2 0.3 0.3 0.1586
H -5.8179 -11.5239 23.1869 0.1 -0.1 0.3 0.1850
H -3.3852 -10.7646 22.4676 -0.1 0.1 0.1 0.4456
H -5.2938 -11.1653 26.5817 0.1 -0.1 0.0 0.4742
C -6.9432 -8.9119 20.2755 0.3 0.6 0.1 -0.0803
C -8.2371 -9.3206 20.9504 0.4 -0.1 -0.3 -0.0809
O -8.9844 -10.1578 20.0860 -0.1 0.2 0.1 -0.7083
O -6.3081 -10.0842 19.7854 0.0 -0.3 0.1 -0.7056
H -6.3220 -8.4029 21.0273 0.0 -0.2 0.1 0.1532
H -7.0551 -8.1602 19.4875 -0.3 -0.3 -0.2 0.1783
H -8.8032 -8.4238 21.2089 0.1 0.1 0.2 0.1759
H -7.9344 -9.8560 21.8587 -0.3 -0.1 0.1 0.1564
H -9.9139 -10.0401 20.2990 0.0 -0.1 -0.1 0.4746
H -5.3575 -9.9706 19.7475 -0.1 0.2 -0.1 0.4430
C -3.5532 -6.4198 17.8981 0.8 -0.6 0.0 -0.0897
C -2.2642 -5.7208 18.3538 -0.6 0.5 0.0 -0.0833
O -1.2891 -5.6271 17.3346 0.0 -0.2 -0.1 -0.7196
O -4.2642 -6.9430 19.0088 -0.2 0.1 0.0 -0.7052
H -3.2333 -7.2311 17.2277 -0.2 0.1 -0.1 0.1502
H -4.2232 -5.7622 17.3500 0.0 0.1 0.0 0.1932
H -1.8253 -6.2890 19.1745 0.1 -0.1 0.0 0.1550
H -2.5275 -4.7301 18.7422 0.2 -0.1 0.1 0.1772
H -1.6054 -5.0234 16.6554 0.1 0.0 0.0 0.4758
H -3.8200 -7.7531 19.2684 -0.1 0.1 0.0 0.4435
```
Forces are in eV/Å.

As for the LUMO energy: -9.68 eV. As for the net charge: +1. Its energy relative to the best compared isomer or geometry (same formula, charge and spin) is 4.832 eV.



[3]
Computed, not measured: a molecular structure, C36H40N5O4RuSTe at a distorted geometry, with ωB97M-V with the def2-TZVPD basis set.

XYZ file:
```
88
Properties=species:S:1:pos:R:3:forces:R:3:mulliken_charge:R:1
Ru -1.5843 0.4932 -1.6282 -0.7 0.3 0.2 0.5047
C -6.2147 1.6354 -1.9718 -0.1 0.7 0.0 -0.8705
N -5.6851 0.3031 -2.0078 1.0 -0.7 -0.2 0.2093
C -6.2481 -0.8041 -1.4416 0.0 -0.9 0.2 -0.6500
C -5.3908 -1.8354 -1.5853 -0.6 0.1 0.3 -0.3793
N -4.2651 -1.3526 -2.2313 -0.4 0.8 0.1 0.6413
C -4.4627 -0.0176 -2.4766 0.0 0.1 -0.4 0.0054
S -3.4389 1.0111 -3.3266 0.3 0.3 0.1 -0.4519
C -3.1002 -2.0953 -2.4303 0.6 -0.4 -0.1 0.1430
C -3.2168 -3.4662 -2.6715 0.0 0.3 0.0 -0.9544
C -2.0807 -4.2502 -2.7052 0.2 0.4 0.1 -0.5621
C -0.8488 -3.6304 -2.5168 -0.3 -0.1 0.0 -1.1162
C -0.8122 -2.2605 -2.3515 0.3 -0.3 -0.2 -0.6013
N -1.9054 -1.4891 -2.3079 -0.4 -0.4 0.2 0.7070
H -7.2673 1.5969 -1.7078 0.0 -0.1 0.0 0.3528
H -6.0926 2.1150 -2.9419 0.0 -0.1 0.0 0.3454
H -5.6732 2.2149 -1.2236 0.0 0.0 0.0 0.3121
H -7.2076 -0.7769 -0.9699 -0.2 0.0 0.1 0.4756
H -5.4768 -2.8503 -1.2596 0.0 -0.1 0.1 0.4755
H -4.1953 -3.8951 -2.8229 0.0 0.0 0.0 0.5888
H -2.1531 -5.3142 -2.8714 0.0 -0.1 0.0 0.4594
H 0.0675 -4.1983 -2.4953 0.1 0.0 -0.1 0.5403
H 0.1285 -1.7342 -2.2361 -0.1 0.0 -0.1 0.8582
C 2.4852 0.1138 -4.0710 -0.1 0.1 0.0 -1.4086
C 1.7463 0.8886 -3.0124 0.2 0.0 -0.1 0.3977
N 2.0403 2.1879 -2.9073 0.0 0.2 0.1 -0.1601
O 0.9613 0.3238 -2.2448 0.0 0.0 -0.4 0.0158
H 3.1766 0.7360 -4.6321 0.0 0.0 -0.1 0.4825
H 1.7568 -0.3336 -4.7440 0.0 0.0 -0.1 0.3144
H 3.0380 -0.6953 -3.5968 0.0 0.0 0.1 0.1750
H 2.5625 2.6649 -3.6221 0.0 -0.1 0.1 0.2355
H 1.5147 2.7484 -2.2536 0.0 -0.1 0.0 0.0270
C 6.2787 -3.1175 3.0271 0.1 0.0 0.0 -1.6093
C 5.0297 -2.5391 2.4423 -0.1 0.0 0.0 0.7541
C 4.2210 -1.6828 3.1752 0.0 -0.1 -0.1 -0.9911
C 3.0608 -1.1461 2.6360 -0.2 0.1 0.0 0.8809
C 2.2099 -0.2405 3.4726 0.0 0.0 0.1 -1.2830
C 2.7101 -1.4500 1.3204 -0.4 -0.1 0.1 -0.0835
Te 0.9014 -0.6796 0.3782 1.0 -0.3 0.8 0.5805
N -1.4406 -0.2392 0.1779 1.3 0.0 -0.5 0.0924
C -2.5181 0.1863 0.7987 -1.2 0.1 -0.3 0.2774
O -3.4816 0.5897 0.0943 -0.2 0.2 0.3 -0.4673
C -2.5844 0.1908 2.2767 -0.1 0.1 0.3 -0.1884
C -1.7779 -0.6562 3.0317 0.0 0.0 -0.1 0.0058
C -1.8394 -0.6220 4.4122 0.0 0.0 0.1 -0.9007
C -2.6951 0.2680 5.0443 0.0 0.0 0.1 -0.3762
C -3.4924 1.1225 4.2986 0.0 0.0 0.0 -0.7667
C -3.4406 1.0835 2.9171 0.1 -0.1 -0.2 -0.3267
C 1.3531 1.3430 0.8296 -0.3 0.0 0.0 1.9488
C 0.3845 2.1011 1.4714 -0.1 -0.1 0.1 -0.4462
C 0.6213 3.4276 1.7866 0.0 0.0 0.2 -0.6561
C 1.8438 3.9975 1.4763 -0.1 0.0 0.0 -0.9331
C 2.8036 3.2413 0.8278 0.0 0.0 0.0 -0.5905
C 2.5819 1.9094 0.4896 0.0 -0.1 -0.1 0.3090
C 3.6673 1.1369 -0.1924 0.0 0.0 0.1 -1.6969
C 3.4972 -2.3367 0.5778 -0.1 0.2 -0.1 1.0326
C 3.1565 -2.7533 -0.8246 0.0 0.0 0.0 -1.2945
C 4.6506 -2.8539 1.1442 -0.1 0.1 0.1 -0.9303
H 6.3536 -2.8908 4.0883 0.1 0.0 0.0 0.3638
H 7.1530 -2.7059 2.5209 0.1 0.0 0.0 0.3262
H 6.2987 -4.1984 2.8914 0.0 0.0 0.1 0.3762
H 4.4915 -1.4369 4.1922 0.0 0.0 0.1 0.3868
H 2.3359 -0.4645 4.5299 -0.1 0.0 0.1 0.5984
H 1.1548 -0.3536 3.2068 0.1 0.1 0.2 -0.1483
H 2.4933 0.8026 3.3165 -0.1 0.0 0.0 0.2704
H -1.1152 -1.3494 2.5244 -0.1 0.0 0.1 0.7386
H -1.2242 -1.2852 5.0033 0.0 -0.1 0.0 0.4538
H -2.7385 0.2983 6.1226 0.0 0.0 0.1 0.4122
H -4.1520 1.8193 4.7966 0.0 0.0 0.0 0.4312
H -4.0443 1.7449 2.3145 -0.1 0.0 -0.1 0.4734
H -0.5661 1.6559 1.7249 0.0 0.1 0.0 0.0906
H -0.1392 4.0031 2.2941 -0.1 0.0 0.0 0.4971
H 2.0488 5.0236 1.7457 0.0 0.1 0.0 0.3909
H 3.7623 3.6811 0.5970 0.1 0.1 -0.1 0.4978
H 4.2528 1.7928 -0.8314 0.0 0.0 -0.1 0.5090
H 3.2434 0.3292 -0.7897 0.2 0.0 -0.1 -0.0266
H 4.3345 0.7016 0.5511 0.1 -0.1 0.0 0.3929
H 2.4182 -2.0895 -1.2773 0.1 -0.1 -0.2 -0.3280
H 2.7533 -3.7651 -0.8156 -0.1 -0.1 -0.1 0.4452
H 4.0517 -2.7560 -1.4435 0.0 0.0 -0.1 0.4565
H 5.2587 -3.5261 0.5562 0.1 -0.1 -0.1 0.4735
C -0.7933 4.4704 -1.9609 -0.1 -0.4 0.1 -1.3451
C -1.0123 2.9735 -1.9414 0.4 1.1 -0.5 0.9895
O -0.9067 2.2902 -2.9854 -0.1 -0.1 -0.1 -0.6655
O -1.2908 2.4238 -0.8441 -0.3 -0.7 0.3 -0.5827
H -1.7258 4.9458 -2.2613 0.0 0.0 0.0 0.3969
H -0.0271 4.7331 -2.6853 0.0 0.0 -0.1 0.3561
H -0.5285 4.8177 -0.9648 0.0 0.0 0.0 0.3164
```
Forces are in eV/Å.

As for the LUMO energy (spin up / spin down): -2.61 / -4.16 eV. As for the net charge: +1. The multiplicity is 5. Its energy relative to the best compared isomer or geometry (same formula, charge and spin) is 0.497 eV.



Repeat the second record exactly.
Computed, not measured: a molecular structure, C6H18ClO6Zn at a distorted geometry, with ωB97M-V with the def2-TZVPD basis set.

XYZ file:
```
32
Properties=species:S:1:pos:R:3:forces:R:3:nbo_charge:R:1
Zn -0.9382 -10.6744 19.3747 -1.7 0.8 0.7 1.5447
Cl -2.7967 -9.7342 20.1469 1.8 -0.9 -0.6 -0.5428
C -5.2745 -10.2748 24.8597 0.0 -0.2 -0.5 -0.0875
C -5.1084 -10.7230 23.4271 -0.3 -0.5 -0.6 -0.0858
O -3.7927 -11.2287 23.1985 0.2 0.0 0.0 -0.7188
O -5.0258 -11.3966 25.6873 -0.1 0.2 0.1 -0.7090
H -6.3059 -9.9230 24.9657 0.0 0.2 0.1 0.1709
H -4.5666 -9.4607 25.0480 -0.1 0.0 0.2 0.1613
H -5.3656 -9.9449 22.7007 0.2 0.3 0.3 0.1586
H -5.8179 -11.5239 23.1869 0.1 -0.1 0.3 0.1850
H -3.3852 -10.7646 22.4676 -0.1 0.1 0.1 0.4456
H -5.2938 -11.1653 26.5817 0.1 -0.1 0.0 0.4742
C -6.9432 -8.9119 20.2755 0.3 0.6 0.1 -0.0803
C -8.2371 -9.3206 20.9504 0.4 -0.1 -0.3 -0.0809
O -8.9844 -10.1578 20.0860 -0.1 0.2 0.1 -0.7083
O -6.3081 -10.0842 19.7854 0.0 -0.3 0.1 -0.7056
H -6.3220 -8.4029 21.0273 0.0 -0.2 0.1 0.1532
H -7.0551 -8.1602 19.4875 -0.3 -0.3 -0.2 0.1783
H -8.8032 -8.4238 21.2089 0.1 0.1 0.2 0.1759
H -7.9344 -9.8560 21.8587 -0.3 -0.1 0.1 0.1564
H -9.9139 -10.0401 20.2990 0.0 -0.1 -0.1 0.4746
H -5.3575 -9.9706 19.7475 -0.1 0.2 -0.1 0.4430
C -3.5532 -6.4198 17.8981 0.8 -0.6 0.0 -0.0897
C -2.2642 -5.7208 18.3538 -0.6 0.5 0.0 -0.0833
O -1.2891 -5.6271 17.3346 0.0 -0.2 -0.1 -0.7196
O -4.2642 -6.9430 19.0088 -0.2 0.1 0.0 -0.7052
H -3.2333 -7.2311 17.2277 -0.2 0.1 -0.1 0.1502
H -4.2232 -5.7622 17.3500 0.0 0.1 0.0 0.1932
H -1.8253 -6.2890 19.1745 0.1 -0.1 0.0 0.1550
H -2.5275 -4.7301 18.7422 0.2 -0.1 0.1 0.1772
H -1.6054 -5.0234 16.6554 0.1 0.0 0.0 0.4758
H -3.8200 -7.7531 19.2684 -0.1 0.1 0.0 0.4435
```
Forces are in eV/Å.

As for the LUMO energy: -9.68 eV. As for the net charge: +1. Its energy relative to the best compared isomer or geometry (same formula, charge and spin) is 4.832 eV.